{
  "formula": "C26H19ClN4O2PdS2",
  "method": "ωB97M-V/def2-TZVPD",
  "species": ["Pd", "O", "C", "O", "C", "C", "C", "C", "C", "C", "S", "H", "H", "H", "H", "C", "C", "N", "C", "C", "C", "C", "C", "C", "C", "C", "N", "C", "N", "H", "H", "H", "H", "H", "H", "H", "H", "H", "Cl", "C", "C", "C", "C", "C", "C", "C", "H", "H", "H", "H", "H", "H", "S", "C", "N"],
  "coordinates": [[-0.4305, -0.2008, 1.0415], [2.6693, 2.0996, 1.8255], [1.9866, 2.9903, 1.4155], [0.6089, 2.8986, 1.4623], [2.3736, 4.2689, 0.8112], [3.6741, 4.7160, 0.6069], [3.8598, 5.9494, 0.0158], [2.7564, 6.7205, -0.3638], [1.4600, 6.2824, -0.1643], [1.2865, 5.0379, 0.4325], [-0.1954, 4.2115, 0.8141], [4.5043, 4.0936, 0.9136], [4.8589, 6.3254, -0.1551], [2.9190, 7.6862, -0.8246], [0.6154, 6.8889, -0.4616], [3.1692, -0.9704, -1.0773], [2.2618, -0.4284, -0.1905], [0.9563, -0.3309, -0.4936], [0.5348, -0.7928, -1.6662], [1.3584, -1.4513, -2.5660], [2.7118, -1.5055, -2.2729], [0.7749, -2.0888, -3.7595], [-0.2999, -2.8797, -3.7913], [-1.1037, -3.3862, -2.6552], [-2.3979, -3.8406, -2.8807], [-3.1099, -4.2873, -1.7813], [-2.5987, -4.3063, -0.5552], [-1.3373, -3.8852, -0.4432], [-0.5699, -3.4334, -1.4294], [4.2140, -1.0176, -0.8061], [2.5557, -0.0680, 0.7839], [-0.5220, -0.6863, -1.8715], [3.3964, -1.9953, -2.9545], [1.2661, -1.8717, -4.7029], [-0.6443, -3.2117, -4.7647], [-2.8331, -3.8374, -3.8710], [-4.1308, -4.6394, -1.8863], [-0.8949, -3.9194, 0.5504], [-3.2718, -2.5186, 4.9604], [-2.9570, -1.5142, 3.5901], [-3.4081, -1.9388, 2.3236], [-3.1990, -1.1519, 1.2284], [-2.5273, 0.0992, 1.3401], [-2.0103, 0.8267, 0.2058], [-2.0364, 0.4672, 2.6167], [-2.2800, -0.3374, 3.7456], [-3.8959, -2.8991, 2.2305], [-3.5279, -1.4847, 0.2523], [-1.9422, 1.9066, 0.2939], [-2.3322, 0.4970, -0.7783], [-1.5854, 1.4440, 2.7488], [-1.9239, -0.0373, 4.7205], [0.2491, -4.1551, 3.3719], [0.4189, -2.6959, 2.6831], [0.5255, -1.6423, 2.1820]],
  "forces_ev_per_a": [[-0.5, 0.1, 0.2], [0.0, 0.0, 0.0], [0.0, -0.1, 0.0], [0.0, 0.1, 0.0], [0.0, 0.0, 0.0], [0.0, 0.0, 0.0], [0.0, 0.0, 0.0], [0.0, 0.0, 0.0], [0.0, 0.0, 0.0], [0.0, 0.0, 0.0], [0.0, 0.0, 0.0], [0.0, 0.0, 0.0], [0.0, 0.0, 0.0], [0.0, 0.0, 0.0], [0.0, 0.0, 0.0], [0.0, 0.0, 0.0], [-0.1, 0.0, -0.1], [0.3, -0.1, -0.1], [-0.1, -0.1, 0.1], [0.0, 0.0, 0.0], [0.0, 0.0, 0.0], [0.0, 0.0, 0.0], [0.0, 0.0, 0.0], [0.0, -0.1, 0.1], [0.0, 0.0, 0.0], [0.0, 0.0, 0.0], [0.0, 0.0, 0.0], [0.0, 0.0, 0.0], [0.0, 0.1, 0.0], [0.0, 0.0, 0.0], [0.0, 0.0, 0.0], [0.0, 0.0, 0.0], [0.0, 0.0, 0.0], [0.0, 0.0, 0.0], [0.0, 0.0, 0.0], [0.0, 0.0, 0.0], [0.0, 0.0, 0.0], [0.0, 0.0, -0.1], [0.0, 0.0, 0.0], [0.0, 0.0, 0.0], [0.0, 0.0, 0.0], [0.0, 0.0, 0.0], [-0.2, 0.0, 0.1], [0.1, 0.0, 0.0], [0.2, -0.1, -0.2], [0.0, -0.1, 0.0], [0.0, 0.0, 0.0], [0.0, 0.0, 0.0], [0.1, 0.0, 0.0], [0.0, 0.0, 0.0], [0.0, 0.0, 0.0], [0.0, 0.0, 0.0], [0.0, 0.0, 0.0], [0.0, 0.0, 0.0], [0.2, 0.1, 0.0]],
  "lowdin_charge": [0.852, 0.130, -0.484, -0.357, -0.169, 0.006, -0.065, -0.065, -0.071, -0.453, 1.072, 0.128, 0.107, 0.110, 0.113, -0.030, -0.112, -0.043, -0.092, -0.206, -0.001, -0.035, -0.027, -0.276, -0.013, -0.132, 0.089, -0.172, 0.148, 0.112, 0.093, 0.112, 0.122, 0.114, 0.108, 0.109, 0.108, 0.079, 0.687, -0.665, -0.088, -0.043, -0.411, -0.130, -0.105, -0.098, 0.111, 0.110, 0.029, 0.059, 0.109, 0.115, 0.474, -0.997, -0.062],
  "spin_multiplicity": 1,
  "energy_ha": -2756.12604,
  "e_homo_ev": -7.24,
  "de_lowest_kcal_mol": 9.7,
  "gap_ev": 6.9,
  "largest_force_ev_per_a": 0.55,
  "e_lumo_ev": -0.3
}